Record 1
A cluster of 2 separate species, C5H12NO in total in a non-equilibrium geometry. Source: the Open Molecules 2025 dataset; level of theory: the ωB97M-V functional and the def2-TZVPD basis.

CARTESIAN COORDINATES (ANGSTROEM)
C (-0.0203, -1.8111, 0.7370)
C (1.3271, -1.0302, 0.5764)
C (-0.9708, 1.9420, -0.2880)
C (0.2316, -0.7952, -1.7487)
C (-0.7860, 0.9686, 0.8088)
N (0.1928, -0.5720, -0.2168)
O (-0.0218, 1.2439, 1.8358)
H (-0.0846, -2.7841, 0.3478)
H (-0.5116, -1.6492, 1.6762)
H (1.5637, -0.4024, 1.3093)
H (2.1595, -1.4933, 0.0914)
H (-1.6035, 1.7316, -1.1050)
H (0.0002, 2.2284, -0.6107)
H (-1.5361, 2.7231, 0.2610)
H (0.3074, 0.1961, -2.3584)
H (1.1803, -1.3761, -1.8763)
H (-0.6517, -1.2920, -2.1564)
H (-1.5233, 0.1967, 1.0133)
H (0.7470, 1.9751, 1.7033)

Results
LUMO level: -3.39 eV
Total charge: +1
Frontier orbital gap: 11.154 eV

Record 2
A cluster of 2 separate species, C5H12NO in total in a non-equilibrium geometry. Source: the Open Molecules 2025 dataset; level of theory: the ωB97M-V functional and the def2-TZVPD basis.

CARTESIAN COORDINATES (ANGSTROEM)
O (2.2546, -1.6234, -0.8443)
C (1.1519, -1.2721, -0.5352)
C (0.6166, 0.1344, -0.9985)
N (1.5464, 0.5468, -2.1093)
H (0.5090, -1.8490, 0.1379)
H (-0.4505, 0.0408, -1.4178)
H (0.6639, 0.8617, -0.2022)
H (1.8677, 1.4833, -2.0056)
H (2.3815, -0.0535, -2.0066)
H (1.1400, 0.4163, -3.0185)
C (-2.0972, 0.9377, 0.4095)
C (-1.5196, 0.4099, 1.7104)
C (-1.9946, 0.5150, 2.9732)
H (-2.4361, 0.0264, -0.1400)
H (-3.0186, 1.5546, 0.5036)
H (-1.4023, 1.4409, -0.2582)
H (-0.6133, -0.1828, 1.5817)
H (-1.5526, -0.0065, 3.8351)
H (-2.8932, 1.0778, 3.1533)

Results
LUMO level: -4.02 eV
Total charge: +1
Frontier orbital gap: 8.712 eV

Record 3
The ion C5H12NO with charge +1 in a non-equilibrium geometry. Source: the Open Molecules 2025 dataset; level of theory: the ωB97M-V functional and the def2-TZVPD basis.

CARTESIAN COORDINATES (ANGSTROEM)
O (-0.6387, -2.7293, 0.1369)
C (0.4149, -1.9033, -0.3150)
C (0.0888, -0.5580, 0.2756)
C (-1.1931, 0.1344, -0.0593)
C (-0.9247, 1.6397, 0.2388)
C (0.6518, 1.8023, 0.3214)
N (1.1002, 0.4957, -0.2437)
H (-0.3847, -3.6392, 0.0175)
H (0.3506, -1.9025, -1.4130)
H (1.4327, -2.2688, -0.1500)
H (0.2640, -0.4704, 1.3499)
H (-1.5561, -0.0261, -1.0752)
H (-2.0258, -0.2391, 0.5360)
H (-1.4055, 1.8956, 1.1760)
H (-1.2740, 2.2406, -0.5952)
H (0.9277, 2.0312, 1.3422)
H (0.9653, 2.6174, -0.3238)
H (1.1790, 0.7423, -1.2391)
H (2.0274, 0.1376, 0.0200)

Results
LUMO level: -3.35 eV
SMILES: OC[C@@H]1CCC[NH2+]1
Total charge: +1
Frontier orbital gap: 11.233 eV

Record 4
The ion C5H12NO with charge +1 in a non-equilibrium geometry. Source: the Open Molecules 2025 dataset; level of theory: the ωB97M-V functional and the def2-TZVPD basis.

CARTESIAN COORDINATES (ANGSTROEM)
C (-2.5326, -0.2407, 0.6725)
N (-1.2894, -0.1435, 0.2781)
C (-0.8300, -0.4685, -1.0076)
C (0.3809, 0.4516, -1.3834)
C (1.5016, 0.8967, -0.3582)
C (1.6573, -0.2620, 0.7050)
O (0.6271, -0.3701, 1.7080)
H (-2.8012, 0.0235, 1.7211)
H (-3.1488, -0.6437, -0.0949)
H (-0.6040, 0.0852, 1.0423)
H (-1.6255, -0.1091, -1.7019)
H (-0.7821, -1.4957, -1.0142)
H (-0.0308, 1.4396, -1.4980)
H (0.7782, 0.1510, -2.3037)
H (2.3063, 1.1364, -1.0179)
H (1.2157, 1.7421, 0.2804)
H (2.5287, -0.0758, 1.2627)
H (1.7865, -1.2259, 0.2505)
H (0.8622, -0.8912, 2.4590)

Results
LUMO level: -4.58 eV
SMILES: C=[NH+]CCCCO
Total charge: +1
Frontier orbital gap: 10.250 eV

Record 5
A cluster of 2 separate species, C5H12NO in total in a non-equilibrium geometry. Source: the Open Molecules 2025 dataset; level of theory: the ωB97M-V functional and the def2-TZVPD basis.

CARTESIAN COORDINATES (ANGSTROEM)
C (0.6215, -1.1323, -0.1394)
O (1.5473, -0.0837, -0.4336)
C (-0.7042, -0.7491, -0.6279)
C (-1.3980, 0.4060, -0.0666)
C (-2.7472, -0.0565, 0.4743)
C (-3.8865, 0.5988, 0.3022)
N (4.5911, 0.6526, 0.5083)
H (0.9773, -2.0489, -0.6034)
H (0.6519, -1.1648, 0.9518)
H (1.4591, 0.1948, -1.3598)
H (-1.1926, -1.2692, -1.4495)
H (-1.5489, 1.1510, -0.8628)
H (-0.7821, 0.8460, 0.7189)
H (-2.6846, -1.0044, 0.9964)
H (-3.9278, 1.5019, -0.2933)
H (-4.8188, 0.2455, 0.7150)
H (4.9122, 1.5585, 0.2700)
H (3.6305, 0.4203, 0.3199)
H (5.2998, -0.0663, 0.5797)

Results
LUMO level: -7.69 eV
Total charge: +1
Frontier orbital gap: 4.005 eV

Record 6
The ion C5H12NO with charge +1 in a non-equilibrium geometry. Source: the Open Molecules 2025 dataset; level of theory: the ωB97M-V functional and the def2-TZVPD basis.

CARTESIAN COORDINATES (ANGSTROEM)
C (3.0782, 0.2704, 0.4209)
N (1.8152, 0.3245, 0.5204)
C (0.8441, 0.3314, -0.6118)
C (-0.4526, 0.9703, -0.1677)
C (-1.3297, 0.0210, 0.6965)
C (-1.7554, -1.2575, -0.0558)
O (-2.0319, -0.9678, -1.4192)
H (3.6907, 0.5579, 1.2614)
H (3.5267, -0.0691, -0.5022)
H (1.4296, 0.6175, 1.4222)
H (1.3087, 0.8636, -1.4316)
H (0.6870, -0.6998, -0.9213)
H (-0.3008, 1.8737, 0.4189)
H (-1.0280, 1.1638, -1.0667)
H (-2.2043, 0.5807, 1.0313)
H (-0.7574, -0.2340, 1.5952)
H (-0.9098, -1.9405, -0.0861)
H (-2.6457, -1.6280, 0.4458)
H (-2.9645, -0.7781, -1.5503)

Results
LUMO level: -5.17 eV
SMILES: C=[NH+]CCCCO
Total charge: +1
Frontier orbital gap: 8.586 eV

Record 7
The ion C5H12NO with charge +1 in a non-equilibrium geometry. Source: the Open Molecules 2025 dataset; level of theory: the ωB97M-V functional and the def2-TZVPD basis.

CARTESIAN COORDINATES (ANGSTROEM)
C (-2.9794, -1.0933, 0.0375)
N (-2.0055, -0.2741, -0.0051)
C (-2.1651, 1.1525, -0.0301)
O (-0.7632, -0.7966, -0.0435)
C (0.3965, 0.0417, 0.0005)
C (1.5934, -0.9053, -0.0508)
C (2.8979, -0.1220, 0.0259)
H (-2.7783, -2.1548, 0.0508)
H (-3.9974, -0.7426, 0.0562)
H (-1.6552, 1.6092, 0.8209)
H (-3.2208, 1.4108, 0.0110)
H (-1.7350, 1.5638, -0.9463)
H (0.4173, 0.6197, 0.9306)
H (0.4191, 0.7204, -0.8583)
H (1.5270, -1.6043, 0.7827)
H (1.5533, -1.4775, -0.9774)
H (2.9806, 0.5789, -0.8006)
H (2.9654, 0.4310, 0.9592)
H (3.7381, -0.8070, -0.0243)

Results
LUMO level: -4.65 eV
SMILES: C=[N+](C)OCCC
Total charge: +1
Frontier orbital gap: 10.699 eV

Record 8
The ion C5H12NO with charge +1 in a non-equilibrium geometry. Source: the Open Molecules 2025 dataset; level of theory: the ωB97M-V functional and the def2-TZVPD basis.

CARTESIAN COORDINATES (ANGSTROEM)
C (2.5504, 0.8163, -0.4053)
N (1.3924, 0.5164, -0.0121)
C (1.0086, -0.7490, 0.5869)
C (-0.1195, -1.4113, -0.1886)
C (-1.2236, -0.4782, -0.6950)
C (-1.9313, 0.4227, 0.3078)
O (-1.1415, 1.6016, 0.5627)
H (2.7199, 1.8035, -0.8046)
H (3.3480, 0.1255, -0.3633)
H (0.6604, 1.2720, 0.0618)
H (1.8966, -1.3850, 0.6045)
H (0.6833, -0.5203, 1.5941)
H (0.3256, -1.9729, -1.0055)
H (-0.5866, -2.1185, 0.4894)
H (-1.9703, -1.0873, -1.1766)
H (-0.8907, 0.1998, -1.5056)
H (-2.9029, 0.6975, -0.1368)
H (-2.1135, -0.0662, 1.2620)
H (-1.7051, 2.3335, 0.8241)

Results
LUMO level: -4.57 eV
SMILES: C=[NH+]CCCCO
Total charge: +1
Frontier orbital gap: 10.086 eV